[1]
A cluster of 2 separate species, C6H10I2Si in total in a non-equilibrium geometry, computed with ωB97M-V with the def2-TZVPD basis set.

Calculated values
* LUMO energy: -0.8 eV
* energy relative to the best compared isomer or geometry (same formula, charge and spin): 20.2 kcal/mol

Last column: Löwdin charge in e.
CARTESIAN COORDINATES (ANGSTROEM)
C (1.65604, -0.17588, -2.38448)  -0.642
C (-1.84594, -2.30800, 1.81131)  -0.012
C (1.94289, 1.16920, -1.60048)  -0.334
C (-1.98446, -0.95034, 2.09283)  -0.309
C (1.36805, 2.30660, -1.99696)  -0.079
C (-0.71993, -0.18409, 2.45486)  -0.482
Si (-0.18632, 1.09699, 1.06461)  0.387
I (1.11796, -1.85522, -1.15787)  0.720
I (-2.12400, 1.36900, -0.54340)  0.234
H (2.45548, -0.50304, -3.02269)  0.017
H (0.76210, -0.02064, -3.05557)  0.052
H (-2.85460, -2.82723, 1.53147)  0.084
H (-1.01460, -2.86763, 1.67990)  -0.009
H (2.49065, 1.28278, -0.57771)  0.101
H (-2.89181, -0.49800, 2.26408)  0.046
H (0.70385, 2.43494, -2.87104)  0.075
H (1.76387, 3.17064, -1.53462)  0.043
H (0.10690, -0.95482, 2.42744)  0.062
H (-0.74612, 0.31473, 3.41830)  0.046

[2]
A structure of composition C12H14F6NO12S2Tl in a non-equilibrium geometry, computed with ωB97M-V with the def2-TZVPD basis set.

Calculated values
* LUMO energy: -3.1 eV

Last column: Löwdin charge in e.
CARTESIAN COORDINATES (ANGSTROEM)
Tl (-0.05597, 0.48155, -1.31910)  1.198
C (-1.09642, -1.56219, 1.90095)  -0.006
C (-0.48532, -1.75687, 0.65307)  -0.221
C (-0.24034, -3.33167, 0.15764)  -0.239
O (-0.42432, -3.64712, -1.06527)  -0.026
C (-0.26078, -4.21850, 1.20309)  0.031
C (-0.78479, -3.93063, 2.47478)  -0.274
C (-1.23104, -2.49988, 2.83410)  -0.305
O (-1.98402, -2.21652, 3.85851)  0.026
O (-0.54440, -4.87392, 3.30828)  0.025
O (-0.35969, -0.87868, -0.24559)  -0.303
H (-1.39512, -0.54263, 2.09500)  0.124
H (0.14135, -5.21893, 1.14108)  0.134
C (0.95635, 0.45626, 2.84883)  -0.506
F (1.79452, 1.33285, 3.49786)  0.136
F (0.75416, -0.67351, 3.53407)  0.200
F (-0.10346, 1.10806, 2.51755)  0.230
S (1.89254, -0.08176, 1.14854)  0.859
O (3.28996, -0.10433, 1.59072)  -0.219
O (1.28973, -1.30372, 0.79061)  -0.203
N (1.33420, 1.16249, -0.02616)  -0.376
S (2.35962, 2.33278, 0.12553)  0.633
O (2.84363, 2.66394, 1.47494)  -0.271
O (3.33918, 2.17277, -0.94730)  -0.269
C (1.42782, 3.91320, -0.26326)  -0.677
F (0.35064, 3.93054, 0.44418)  0.129
F (2.10923, 5.06026, 0.00721)  0.157
F (1.03686, 3.83941, -1.50495)  0.140
C (-2.13193, 1.85631, 0.50712)  -0.135
C (-1.91144, 3.15763, -0.33161)  -0.192
O (-1.07682, 2.88503, -1.45946)  -0.144
O (-0.95458, 1.07211, 0.72267)  -0.176
H (-2.75078, 1.21908, -0.12459)  0.126
H (-2.77386, 2.11374, 1.34958)  0.139
H (-1.40467, 3.93368, 0.24200)  0.107
H (-2.82169, 3.66694, -0.64805)  0.133
H (-1.21239, 3.66540, -2.00189)  0.113
H (-0.45359, 1.38410, 1.47982)  -0.095
C (0.44928, -1.47010, -4.00170)  -0.193
C (0.08580, -2.32062, -2.74056)  -0.087
O (0.09836, -1.64221, -1.44053)  -0.178
O (-0.24340, -0.25926, -3.92519)  -0.153
H (0.15882, -1.98307, -4.91854)  0.131
H (1.45314, -1.04734, -4.04213)  0.126
H (0.73886, -3.19011, -2.66583)  0.144
H (-0.96121, -2.62362, -2.73256)  0.146
H (-0.24365, -2.25555, -0.78597)  -0.041
H (0.00156, 0.22462, -4.71731)  0.102

[3]
A cluster of 6 separate species, C15H43O18P2S3 in total in a non-equilibrium geometry, computed with ωB97M-V with the def2-TZVPD basis set.

Calculated values
* LUMO energy: 2.3 eV
* energy relative to the best compared isomer or geometry (same formula, charge and spin): 0.0 kcal/mol
* total charge: -1

Last column: Löwdin charge in e.
CARTESIAN COORDINATES (ANGSTROEM)
O (-0.07849, -0.52038, 0.39592)  -0.423
H (0.69672, -1.07405, 0.45702)  -0.149
O (1.70249, 3.02623, -3.77631)  -0.293
S (0.53448, 2.64840, -3.03636)  0.661
O (-0.53252, 3.59055, -2.72005)  -0.298
O (-0.13610, 1.40451, -3.91527)  -0.257
C (-1.26782, 0.70786, -3.38125)  -0.276
C (-2.53868, 1.44049, -3.75874)  -0.069
C (1.01590, 1.72231, -1.56129)  -0.110
H (-1.26724, 0.51588, -2.30443)  0.090
H (-1.30181, -0.29922, -3.80225)  0.106
H (-3.42132, 0.82652, -3.57674)  0.071
H (-2.55501, 1.76610, -4.80110)  0.084
H (-2.54649, 2.37679, -3.20222)  0.038
H (1.50449, 2.44436, -0.90292)  0.047
H (1.71015, 0.90217, -1.70552)  0.059
H (0.06244, 1.41016, -1.14529)  0.033
O (-1.36321, -2.96406, 5.09841)  -0.311
S (-0.30785, -2.35272, 4.30394)  0.625
O (0.07747, -1.00307, 4.56104)  -0.268
O (1.03530, -3.25300, 4.46677)  -0.253
C (0.85028, -4.65437, 4.62035)  -0.294
C (2.14316, -5.31930, 5.09041)  -0.073
C (-0.75909, -2.61767, 2.57605)  -0.123
H (0.65418, -5.05919, 3.62417)  0.116
H (0.08069, -4.92767, 5.33941)  0.113
H (2.36291, -5.16148, 6.14460)  0.075
H (2.95263, -4.88856, 4.49109)  0.079
H (2.19222, -6.38314, 4.86275)  0.074
H (-1.57638, -1.94091, 2.34055)  0.064
H (-1.06359, -3.66297, 2.53778)  0.063
H (0.02268, -2.39146, 1.85661)  0.041
O (-0.77341, -2.81652, -3.64103)  -0.300
S (-0.64930, -3.59509, -2.42633)  0.615
O (-0.95029, -5.00969, -2.48810)  -0.301
O (0.84560, -3.47305, -1.83455)  -0.250
C (1.36994, -2.12140, -1.82818)  -0.281
C (2.49055, -2.06693, -2.86026)  -0.062
C (-1.62548, -2.84430, -1.13833)  -0.120
H (1.75768, -1.94784, -0.83154)  0.104
H (0.68890, -1.31404, -2.08638)  0.091
H (3.25121, -2.82951, -2.69722)  0.076
H (2.82428, -1.02834, -2.92483)  0.072
H (2.09320, -2.28792, -3.85514)  0.078
H (-1.70905, -1.76818, -1.26138)  0.035
H (-1.08079, -2.96382, -0.20358)  0.046
H (-2.58432, -3.35336, -1.08567)  0.073
C (-6.30928, 1.54763, -1.89426)  -0.106
O (-6.07618, 2.48962, -0.84248)  -0.202
P (-4.77174, 2.24215, 0.05606)  0.390
O (-4.86627, 2.86771, 1.37522)  -0.228
O (-4.61662, 0.62979, 0.09801)  -0.232
C (-3.32934, 0.06662, 0.37898)  -0.093
O (-3.51264, 2.67980, -0.82740)  -0.229
C (-3.25188, 4.06389, -1.04124)  -0.097
H (-5.43188, 1.33055, -2.50223)  0.069
H (-7.10220, 1.89323, -2.55564)  0.085
H (-6.66747, 0.61418, -1.45863)  0.085
H (-3.52431, -0.98877, 0.58104)  0.084
H (-2.97661, 0.49315, 1.32011)  0.098
H (-2.58327, 0.14818, -0.40775)  0.055
H (-2.28032, 4.33473, -0.63447)  0.092
H (-4.01836, 4.71810, -0.62407)  0.087
H (-3.20394, 4.24415, -2.11535)  0.078
C (2.04115, 0.84421, 2.56174)  -0.097
O (2.68244, 2.09396, 2.79255)  -0.188
P (3.55064, 2.76675, 1.66001)  0.415
O (2.86972, 3.57770, 0.63188)  -0.239
O (4.66925, 3.57818, 2.48516)  -0.200
C (5.75970, 4.13208, 1.81757)  -0.149
O (4.39326, 1.54728, 1.03031)  -0.215
C (4.89159, 1.64367, -0.29402)  -0.115
H (1.58431, 0.71524, 1.57361)  0.058
H (1.17761, 0.74721, 3.21994)  0.074
H (2.70785, 0.00850, 2.78624)  0.093
H (5.53691, 4.48538, 0.80147)  0.089
H (6.65718, 3.51804, 1.71338)  0.087
H (6.06020, 5.06905, 2.29394)  0.087
H (4.53818, 2.54234, -0.80221)  0.082
H (4.58811, 0.80238, -0.91846)  0.081
H (5.98288, 1.66415, -0.27364)  0.083

[4]
The ion C11H22NO3 with charge +1 in a non-equilibrium geometry, computed with ωB97M-V with the def2-TZVPD basis set.

Calculated values
* LUMO energy: -3.1 eV
* energy relative to the best compared isomer or geometry (same formula, charge and spin): 0.0 kcal/mol
* total charge: +1

Last column: Löwdin charge in e.
CARTESIAN COORDINATES (ANGSTROEM)
C (-4.76641, -2.14422, 0.57602)  -0.111
H (-3.90254, -2.62590, 1.03032)  0.069
C (-4.68777, -0.63083, 0.73278)  -0.268
C (-3.44820, -0.05337, 0.05077)  -0.235
C (-3.36826, 1.46257, 0.21830)  -0.203
C (-2.24901, 2.11398, -0.59474)  -0.159
C (-0.85216, 1.69831, -0.15729)  -0.098
H (-0.77149, 1.65151, 0.93280)  0.147
H (-0.09055, 2.38387, -0.54004)  0.142
O (-0.56810, 0.37742, -0.69216)  0.110
C (0.56176, -0.15700, -0.53141)  -0.317
O (1.50975, 0.38738, 0.12642)  0.170
C (0.88892, -1.49515, -1.10008)  -0.002
H (0.08762, -2.21487, -0.93754)  0.149
C (2.20452, -1.83262, -0.39566)  -0.041
C (2.78859, -0.46649, -0.01593)  -0.457
O (3.49814, 0.08540, -1.01217)  0.093
C (3.52404, -0.37623, 1.33161)  -0.152
N (4.27046, 0.86656, 1.31797)  0.028
H (3.69942, 1.65137, 1.61017)  0.101
H (5.08637, 0.82809, 1.91402)  0.101
H (4.13598, 0.71806, -0.60546)  0.121
H (2.80400, -0.48122, 2.15266)  0.137
H (4.22351, -1.21433, 1.36919)  0.145
H (2.03127, -2.42933, 0.49925)  0.138
H (2.90421, -2.35260, -1.04498)  0.145
H (1.02483, -1.38900, -2.18054)  0.159
H (-2.36940, 1.87245, -1.65158)  0.127
H (-2.31520, 3.19726, -0.48782)  0.126
H (-3.24178, 1.70865, 1.27473)  0.121
H (-4.31392, 1.89888, -0.10566)  0.121
H (-2.56038, -0.52725, 0.47753)  0.103
H (-3.47799, -0.29900, -1.01293)  0.122
H (-4.66934, -0.37510, 1.79423)  0.113
H (-5.57985, -0.17649, 0.29890)  0.113
H (-4.80079, -2.41932, -0.47579)  0.073
H (-5.66122, -2.52816, 1.05762)  0.073

[5]
A structure of composition C12H24FO12Tl in a non-equilibrium geometry, computed with ωB97M-V with the def2-TZVPD basis set.

Calculated values
* LUMO energy: -10.7 eV
* energy relative to the best compared isomer or geometry (same formula, charge and spin): 273.3 kcal/mol
* total charge: +2

Last column: Löwdin charge in e.
CARTESIAN COORDINATES (ANGSTROEM)
Tl (2.47089, -0.11901, -0.50420)  1.560
F (0.41662, 0.09820, 0.17430)  -0.485
C (-2.63872, -4.88044, 2.41935)  -0.028
O (-1.73970, -3.81452, 2.11321)  -0.022
C (-2.21944, -2.55298, 1.92287)  -0.562
O (-3.40432, -2.24381, 1.75358)  0.122
O (-1.24075, -1.70215, 1.97164)  0.059
C (-1.19992, -0.37581, 1.51903)  -0.128
H (-3.19583, -5.08482, 1.50504)  0.099
H (-3.24689, -4.64525, 3.29280)  0.108
H (-2.07797, -5.80653, 2.54591)  0.097
H (-0.25369, 0.16514, 1.53025)  -0.003
H (-1.85105, 0.14011, 2.22469)  0.153
H (-1.57286, -0.26872, 0.50043)  -0.038
C (1.72651, -1.18060, 4.66503)  0.063
O (2.02521, -1.31907, 3.25119)  0.057
C (1.76413, -0.42509, 2.27276)  -0.294
O (2.27272, -0.44833, 1.14488)  -0.047
O (1.04989, 0.64079, 2.89761)  0.049
C (0.34323, 1.57566, 2.11023)  -0.070
H (2.31267, -0.31247, 4.96646)  0.119
H (1.95448, -2.10806, 5.19034)  0.123
H (0.65706, -0.97224, 4.69609)  0.113
H (-0.05963, 2.34053, 2.77414)  0.146
H (-0.47406, 1.22766, 1.47854)  0.057
H (0.96323, 2.09895, 1.38232)  0.104
C (-1.53108, -0.14644, -0.78299)  -0.151
O (-1.13629, -0.14329, -2.13416)  0.099
C (0.18592, 0.00655, -2.56495)  -0.393
O (1.15887, 0.06110, -1.82694)  -0.064
O (0.27388, -0.07227, -3.87451)  0.087
C (-0.78661, -0.26690, -4.74587)  -0.007
H (-1.07425, -0.95164, -0.20761)  0.126
H (-2.58723, -0.30809, -0.56731)  0.172
H (-1.39919, 0.84737, -0.35516)  0.075
H (-1.15439, -1.29170, -4.69468)  0.119
H (-0.44512, -0.22146, -5.78000)  0.119
H (-1.62689, 0.41791, -4.63156)  0.121
C (-0.61647, 2.41073, -1.14007)  0.003
O (0.19012, 2.61402, -2.29335)  0.071
C (1.51472, 2.39731, -2.29748)  -0.426
O (2.14843, 1.69156, -1.49127)  0.002
O (1.92973, 2.96906, -3.46652)  0.053
C (3.37121, 3.13984, -3.62270)  0.018
H (-1.66600, 2.70456, -1.12432)  0.150
H (-0.20663, 3.03557, -0.34653)  0.125
H (-0.50562, 1.36236, -0.86304)  0.024
H (3.88459, 3.74473, -2.87528)  0.106
H (3.43923, 3.80747, -4.48162)  0.118
H (3.85748, 2.16435, -3.63078)  0.102

[6]
A cluster of 4 separate species, C3H14NO3S in total in a non-equilibrium geometry, computed with ωB97M-V with the def2-TZVPD basis set.

Calculated values
* LUMO energy: 3.0 eV
* energy relative to the best compared isomer or geometry (same formula, charge and spin): 49.8 kcal/mol
* total charge: -1

Last column: Löwdin charge in e.
CARTESIAN COORDINATES (ANGSTROEM)
C (0.00959, 1.41678, 0.73572)  -0.128
N (0.66283, 0.10269, 0.41489)  -0.137
C (0.46149, -0.80244, 1.52784)  -0.327
C (-0.60929, -1.92915, 1.35252)  -0.739
S (-2.41075, -1.62403, 1.06630)  0.122
H (-0.20920, 1.84255, -0.23950)  0.060
H (0.75668, 1.97971, 1.28580)  0.069
H (-0.97405, 1.17524, 1.13514)  0.046
H (0.21619, -0.25007, -0.42437)  0.054
H (1.33366, -1.43819, 1.68301)  0.088
H (0.16146, -0.25078, 2.42032)  0.096
H (-0.48916, -2.45500, 2.30507)  0.023
H (-0.41878, -2.62709, 0.54047)  0.008
H (-3.43526, -0.01231, -0.88720)  -0.034
H (-2.83893, 1.26001, -0.42162)  -0.036
O (-3.08533, 0.83446, -1.21275)  -0.114
H (3.03894, 0.62556, -1.67514)  0.007
H (2.56443, 1.28758, -0.35975)  0.008
O (3.35912, 1.09173, -0.89167)  -0.091
H (-0.04639, 0.33769, -2.50905)  0.047
H (1.30402, -0.23006, -3.27851)  0.044
O (0.64873, -0.33488, -2.56752)  -0.065

Number 1: calculated total energy -30460.294 eV. Number 2: calculated total energy -81370.986 eV. Number 3: calculated total energy -104194.561 eV. Number 4: calculated total energy -19390.730 eV. Number 5: calculated total energy -44776.789 eV. Number 6: calculated total energy -21806.175 eV.